Entry 1:
Below is a molecular structure, C9H25AsNO5P2S in a non-equilibrium geometry, with properties calculated with ωB97M-V with the def2-TZVPD basis set.

ORCA input file:
```
! RIJCOSX wB97M-V def2-TZVPD def2/J DEFGRID3
* xyz -1 1
C -1.77 3.37 -1.42
C -2.06 2.03 -2.15
C -0.81 1.09 -2.25
N -1.12 -0.30 -1.96
As -0.25 -1.19 -0.48
C 0.62 -2.34 0.94
C 1.63 -0.63 -1.09
C 2.41 0.40 -0.28
O 2.68 0.01 1.10
C 3.86 0.51 1.48
C 4.09 2.03 1.46
O 4.73 -0.16 1.87
C -2.09 -1.97 0.00
P -2.43 -2.50 1.68
O -1.89 -1.72 2.80
O -4.06 -2.50 1.84
O -2.07 -4.07 1.93
P -0.56 0.66 1.00
S -2.47 1.17 1.32
H -0.77 3.39 -0.97
H -1.86 4.24 -2.09
H -2.55 3.50 -0.66
H -2.90 1.49 -1.71
H -2.39 2.31 -3.16
H -0.55 1.14 -3.33
H 0.04 1.56 -1.74
H -1.09 -0.89 -2.77
H -0.07 -2.42 -1.46
H 0.22 -3.36 0.87
H 1.70 -2.47 0.79
H 0.55 -1.95 1.96
H 2.25 -1.53 -1.15
H 1.63 -0.26 -2.13
H 3.41 0.44 -0.75
H 2.06 1.44 -0.37
H 4.97 2.29 0.88
H 4.26 2.40 2.48
H 3.24 2.56 1.03
H -2.27 -2.83 -0.65
H -2.88 -1.26 -0.29
H -4.23 -1.67 2.32
H -1.17 -4.12 2.29
H -0.06 0.27 2.27
H 0.04 1.87 0.58
*
```

Summary:
E_HOMO: -4.096 eV
F_max: 3.8 eV/Å
Electronic energy: -111717.879 eV
Kohn-Sham gap: 6.958 eV

Here are the Löwdin charges for atoms 1 to 2, given in e: number 1, C, carries -0.148; number 2, C, carries -0.261


Entry 2:
Below is a molecular structure, C9H25ClIO2P2Pm in a non-equilibrium geometry, with properties calculated with ωB97M-V with the def2-TZVPD basis set.

ORCA input file:
```
! RIJCOSX wB97M-V def2-TZVPD def2/J DEFGRID3
* xyz 2 5
C -3.82 -1.25 -4.45
C -2.48 -1.30 -3.92
H -3.89 -1.76 -5.45
H -4.09 -0.17 -4.54
H -4.48 -1.74 -3.70
O -1.35 -1.47 -3.69
I -4.36 0.80 0.21
Pm -1.43 0.59 0.29
P -1.39 -2.22 0.61
C 0.15 -3.20 0.71
C -1.72 -1.87 2.41
H -2.39 -2.66 2.76
H -2.73 -4.09 1.31
H -2.22 -0.90 2.60
H -3.46 -3.28 -0.10
H 1.00 -2.63 1.11
H -0.79 -1.91 2.99
C -2.52 -3.62 0.34
H -0.03 -4.07 1.35
H -2.05 -4.36 -0.32
H 0.42 -3.53 -0.30
P -0.22 2.22 -1.66
C 1.56 2.06 -2.04
C -0.77 3.03 -3.21
H -0.85 3.53 0.36
H -0.49 4.54 -1.07
H 0.85 3.81 -0.11
C -0.17 3.66 -0.50
H -1.85 2.89 -3.34
H -0.56 4.11 -3.18
H 1.92 2.97 -2.55
H 1.70 1.20 -2.70
H -0.25 2.58 -4.07
H 2.15 1.91 -1.12
Cl -1.50 1.95 2.53
C 1.86 -0.25 1.99
O 0.56 0.25 1.58
H 2.55 -0.06 1.16
H 1.79 -1.32 2.20
H 2.22 0.29 2.89
H 0.18 0.86 2.27
*
```

Summary:
E_HOMO (spin up / spin down): -14.472 / -14.496 eV
F_max: 6.0 eV/Å
Energy above the lowest of the compared OMol25 structures with the same formula, charge and spin: 205.2 kJ/mol
Electronic energy: -69574.363 eV
Kohn-Sham gap (spin up / spin down): 5.674 / 5.698 eV
<S²>: 6.01

Here are the Löwdin charges for atoms 1 to 2, given in e: number 1, C, carries 0.082; number 2, C, carries 0.063


Entry 3:
Below is a molecular structure, C9H25N2O11S4 in a non-equilibrium geometry, with properties calculated with ωB97M-V with the def2-TZVPD basis set.

ORCA input file:
```
! RIJCOSX wB97M-V def2-TZVPD def2/J DEFGRID3
* xyz -1 1
C -0.36 4.50 -0.03
C -0.58 3.19 0.80
O -0.22 2.10 -0.02
C 0.29 3.33 2.09
S 0.94 1.77 2.77
O 1.91 2.17 3.85
O -0.14 0.97 3.44
N 1.73 0.80 1.65
S 3.00 1.60 0.93
N 4.35 0.57 1.18
O 2.78 1.63 -0.56
O 3.28 2.98 1.40
H -0.90 4.43 -0.99
H -0.69 5.38 0.56
H 0.73 4.62 -0.18
H -1.66 3.08 1.05
H 0.30 2.48 -0.74
H -0.36 3.76 2.88
H 1.10 4.07 1.91
H 4.15 -0.29 0.67
H 5.12 1.03 0.69
O 0.72 -5.54 0.37
S 1.41 -5.37 1.61
O 0.76 -5.63 2.87
O 2.07 -3.91 1.65
C 1.23 -2.77 1.43
C 0.38 -2.43 2.63
C 2.92 -6.29 1.56
H 0.61 -2.92 0.54
H 1.89 -1.93 1.21
H -0.36 -3.20 2.83
H -0.15 -1.49 2.47
H 1.00 -2.34 3.52
H 3.43 -6.07 0.63
H 2.67 -7.35 1.61
H 3.53 -6.01 2.42
O -2.51 1.86 -1.83
S -2.18 0.78 -2.72
O -1.36 0.99 -3.88
O -3.56 0.07 -3.19
C -4.57 0.90 -3.76
C -4.25 1.28 -5.19
C -1.53 -0.57 -1.79
H -4.74 1.78 -3.14
H -5.49 0.31 -3.74
H -3.38 1.94 -5.24
H -5.10 1.81 -5.65
H -4.02 0.40 -5.79
H -2.17 -0.76 -0.94
H -0.53 -0.28 -1.45
H -1.47 -1.44 -2.43
*
```

Summary:
E_HOMO: -5.619 eV
F_max: 5.4 eV/Å
Energy above the lowest of the compared OMol25 structures with the same formula, charge and spin: 0.0 kJ/mol
Electronic energy: -78581.582 eV
Kohn-Sham gap: 7.961 eV

Here are the Löwdin charges for atoms 1 to 2, given in e: number 1, C, carries -0.050; number 2, C, carries -0.432


Entry 4:
Below is 4 unconnected molecules or ions with the total composition C9H25N3O4 in a non-equilibrium geometry, with properties calculated with ωB97M-V with the def2-TZVPD basis set.

ORCA input file:
```
! RIJCOSX wB97M-V def2-TZVPD def2/J DEFGRID3
* xyz 2 1
C 0.54 2.62 2.36
C -0.78 1.87 2.83
O -1.27 2.17 3.84
N -1.37 0.85 1.88
H -1.97 1.41 1.24
H -0.57 0.67 1.34
C -2.08 -0.18 2.59
H 1.59 1.92 2.47
H 0.51 3.57 3.00
H 0.44 3.08 1.21
H -2.58 -0.92 1.82
H -2.89 0.02 3.48
H -1.23 -0.78 3.18
C 2.46 -2.25 0.48
C 3.46 -1.35 -0.33
O 4.60 -1.50 -0.29
N 2.62 -0.26 -1.02
H 2.28 -0.74 -1.84
H 1.71 -0.11 -0.57
C 3.49 0.90 -1.42
H 2.66 -3.26 0.01
H 1.50 -1.82 0.49
H 2.86 -2.61 1.47
H 4.40 1.10 -0.83
H 2.58 1.49 -1.39
H 3.71 0.91 -2.44
C -1.93 -2.38 -0.89
C -2.72 -1.30 -1.59
O -3.75 -1.46 -2.18
N -2.11 0.08 -1.53
H -2.80 0.65 -0.83
H -1.09 0.08 -0.97
C -2.06 0.85 -2.92
H -0.84 -2.22 -1.04
H -2.18 -3.32 -1.20
H -1.91 -2.34 0.03
H -2.80 0.73 -3.47
H -1.28 0.37 -3.57
H -1.89 1.82 -2.71
O 0.20 0.50 -0.12
H 0.53 1.14 -0.56
*
```

Summary:
E_HOMO: -17.348 eV
F_max: 10.4 eV/Å
Energy above the lowest of the compared OMol25 structures with the same formula, charge and spin: 645.8 kJ/mol
Electronic energy: -22376.083 eV
Kohn-Sham gap: 10.817 eV

Here are the Löwdin charges for atoms 1 to 2, given in e: number 1, C, carries -0.004; number 2, C, carries -0.419